# 1
ORCA calculation (ωB97M-V/def2-TZVPD) on C5H8O in the gas phase at a distorted geometry.

## Properties
Kohn-Sham gap (spin up / spin down), Ha: 0.338 / 0.250
Energy relative to the best compared isomer or geometry (same formula, charge and spin), kcal per mole: 87.5

```
! RIJCOSX wB97M-V def2-TZVPD def2/J DEFGRID3
* xyz 0 1
O -0.252 -0.025 2.473
C -0.525 0.207 1.225
C 0.459 1.079 0.555
C 0.902 0.573 -0.760
C -0.213 -0.432 -1.125
C -0.541 -1.046 0.234
H -1.519 0.705 0.963
H 0.942 1.908 1.075
H 1.126 1.363 -1.490
H 1.849 0.020 -0.617
H 0.108 -1.165 -1.871
H -1.081 0.104 -1.526
H -1.503 -1.564 0.294
H 0.249 -1.728 0.571
*
```



# 2
ORCA calculation (ωB97M-V/def2-TZVPD) on CH3NOS2 in the gas phase at a distorted geometry.

## Properties
Kohn-Sham gap, Ha: 0.345
Energy relative to the best compared isomer or geometry (same formula, charge and spin), kcal per mole: 32.0

```
! RIJCOSX wB97M-V def2-TZVPD def2/J DEFGRID3
* xyz 0 1
C -0.483 0.065 -0.573
N -0.651 -0.419 0.804
O -3.192 -0.698 1.399
S -1.528 -1.218 -1.261
S -1.926 -1.474 0.825
H -0.766 1.225 -0.682
H 0.517 0.055 -1.005
H -0.335 -0.004 1.636
*
```



# 3
ORCA calculation (ωB97M-V/def2-TZVPD) on a molecular structure, C66H83GeN10P3STi at a distorted geometry.

## Properties
Kohn-Sham gap (spin up / spin down), Ha: 0.213 / 0.168
Energy relative to the best compared isomer or geometry (same formula, charge and spin), kcal per mole: 31.6
<S²>: 0.7842

```
! RIJCOSX wB97M-V def2-TZVPD def2/J DEFGRID3
* xyz 1 2
Ti -0.948 -0.118 -0.920
C -3.618 3.256 1.497
C -2.133 2.890 1.657
C -1.438 3.947 2.515
P -1.312 2.439 0.022
C 0.387 3.103 0.315
N 1.065 2.382 1.367
Ge 0.977 0.407 1.443
N -0.442 0.043 2.880
C -1.531 -0.892 2.649
P -1.082 -2.197 1.408
C -0.071 -3.358 2.492
C 1.157 -2.646 3.050
C -0.817 -4.043 3.634
C -2.717 -3.128 1.210
C -3.722 -2.997 2.359
C -2.527 -4.614 0.822
C -0.612 0.885 3.953
C -1.822 1.067 4.644
C -1.928 2.002 5.661
C -0.846 2.792 6.019
C 0.365 2.612 5.368
C 0.484 1.660 4.372
N 1.716 1.380 3.708
C 2.456 2.532 3.276
C 3.473 3.105 4.017
C 4.071 4.276 3.576
C 3.659 4.841 2.378
C 2.672 4.242 1.609
C 2.051 3.068 2.048
C 2.517 0.367 4.244
C 2.529 -0.009 5.575
C 3.488 -0.908 6.017
C 4.425 -1.432 5.119
C 4.385 -1.111 3.785
C 3.393 -0.228 3.293
N 3.162 0.089 2.010
C 4.165 -0.263 1.041
P 3.694 -1.621 -0.169
C 4.059 -3.116 0.912
C 3.159 -4.259 0.440
C 5.496 -3.609 1.055
C 5.140 -1.405 -1.339
C 6.571 -1.327 -0.799
C 5.028 -2.437 -2.459
C -1.865 3.709 -1.244
C -1.008 3.594 -2.512
C -1.875 5.161 -0.768
H -3.748 4.338 1.529
H -4.203 2.840 2.318
H -4.033 2.905 0.559
H -2.074 1.949 2.211
H -1.419 4.921 2.024
H -0.424 3.665 2.788
H -2.006 4.052 3.442
H 0.269 4.146 0.615
H 0.926 3.087 -0.641
H -2.426 -0.379 2.263
H -1.808 -1.373 3.595
H 0.285 -4.126 1.800
H 0.882 -1.952 3.844
H 1.671 -2.086 2.270
H 1.855 -3.375 3.470
H -1.241 -3.317 4.329
H -0.103 -4.651 4.194
H -1.603 -4.706 3.283
H -3.154 -2.632 0.340
H -3.393 -3.522 3.253
H -4.669 -3.444 2.047
H -3.919 -1.959 2.627
H -1.513 -4.980 0.982
H -2.776 -4.779 -0.225
H -3.192 -5.244 1.414
H -2.694 0.481 4.383
H -2.875 2.123 6.171
H -0.938 3.529 6.806
H 1.230 3.202 5.644
H 3.786 2.643 4.947
H 4.845 4.748 4.166
H 4.120 5.755 2.029
H 2.407 4.679 0.655
H 1.822 0.436 6.262
H 3.530 -1.175 7.064
H 5.188 -2.108 5.481
H 5.102 -1.564 3.113
H 5.091 -0.561 1.535
H 4.373 0.624 0.429
H 3.717 -2.796 1.904
H 3.140 -5.065 1.178
H 2.144 -3.905 0.268
H 3.523 -4.671 -0.503
H 5.871 -4.008 0.113
H 5.512 -4.424 1.782
H 6.173 -2.831 1.407
H 4.908 -0.431 -1.773
H 6.990 -2.315 -0.626
H 6.646 -0.748 0.122
H 7.198 -0.834 -1.546
H 5.232 -3.445 -2.091
H 5.746 -2.214 -3.251
H 4.025 -2.433 -2.887
H -2.889 3.428 -1.500
H -0.066 4.133 -2.396
H -1.541 4.040 -3.354
H -0.783 2.559 -2.757
H -0.867 5.534 -0.584
H -2.470 5.301 0.132
H -2.314 5.777 -1.554
S 0.591 -0.070 -8.213
N -0.640 -0.906 -7.585
C -0.546 -0.867 -6.271
C -1.535 -1.598 -5.477
C -2.138 -2.744 -5.984
C -3.021 -3.450 -5.190
C -3.275 -2.981 -3.913
N -2.752 -1.858 -3.431
C -1.913 -1.169 -4.200
C 0.187 -0.156 -3.279
N 0.548 0.527 -2.027
C 1.773 1.049 -1.902
C 2.620 1.240 -2.961
C 2.228 0.832 -4.255
C 1.049 0.181 -4.466
C 0.603 -0.109 -5.813
N 1.295 0.375 -6.839
H -1.895 -3.068 -6.987
H -3.498 -4.350 -5.551
H -3.939 -3.520 -3.245
H 2.072 1.371 -0.911
H 3.554 1.760 -2.810
H 2.847 1.059 -5.113
C -2.672 2.595 -5.719
C -3.500 1.464 -5.100
C -3.857 1.667 -3.633
C -4.936 2.527 -3.444
C -5.583 2.681 -2.233
C -5.208 1.841 -1.200
C -4.093 1.028 -1.316
C -3.862 0.003 -0.224
C -5.000 -1.026 -0.261
C -3.299 1.028 -2.490
N -2.034 0.459 -2.389
C -1.325 0.120 -3.603
C 0.273 -1.613 -2.858
C 0.668 -2.768 -3.481
C 0.223 -3.825 -2.646
C -0.401 -3.247 -1.566
N -0.370 -1.884 -1.672
H -2.558 2.431 -6.791
H -1.677 2.681 -5.278
H -3.182 3.549 -5.577
H -3.039 0.499 -5.280
H -4.452 1.435 -5.634
H -5.309 3.065 -4.308
H -6.405 3.374 -2.123
H -5.799 1.807 -0.291
H -3.843 0.489 0.756
H -2.907 -0.528 -0.395
H -5.960 -0.514 -0.262
H -4.977 -1.685 0.606
H -4.932 -1.621 -1.172
H -1.360 0.927 -4.336
H 1.187 -2.850 -4.424
H 0.331 -4.883 -2.829
H -0.856 -3.751 -0.733
*
```



# 4
ORCA calculation (ωB97M-V/def2-TZVPD) on 9 unconnected molecules or ions with the total composition C27H45F3O27 at a distorted geometry.

## Properties
Kohn-Sham gap, Ha: 0.396
SMILES: O=C1OC[C@@H](F)O1.O=C1OC[C@@H](F)O1.O=C1OC[C@@H](F)O1.COC(=O)OC.COC(=O)OC.COC(=O)OC.COC(=O)OC.COC(=O)OC.COC(=O)OC
Energy relative to the best compared isomer or geometry (same formula, charge and spin), kcal per mole: 0.0

```
! RIJCOSX wB97M-V def2-TZVPD def2/J DEFGRID3
* xyz 0 1
O -0.999 -1.075 -2.537
C -0.498 -0.618 -1.587
O -0.893 0.476 -0.919
C -0.040 0.711 0.176
C 0.719 -0.593 0.337
F 0.039 -1.477 1.168
O 0.604 -1.138 -0.952
H 0.763 1.429 -0.064
H -0.568 1.090 1.043
H 1.710 -0.553 0.781
O -1.574 3.877 0.727
C -0.586 4.164 0.145
O 0.596 4.471 0.710
C 1.511 4.901 -0.323
C 0.852 4.382 -1.599
F 1.377 3.177 -1.953
O -0.498 4.196 -1.213
H 1.519 5.986 -0.235
H 2.487 4.436 -0.212
H 0.822 5.069 -2.439
O 1.543 3.439 -6.745
C 1.495 2.323 -6.406
O 1.752 1.241 -7.165
C 1.307 0.098 -6.447
C 1.416 0.545 -4.984
F 2.675 0.218 -4.487
O 1.346 1.943 -5.106
H 0.242 -0.067 -6.634
H 1.908 -0.777 -6.660
H 0.693 0.142 -4.279
C -0.570 -4.449 -1.933
O -1.640 -5.130 -1.285
C -2.719 -4.385 -1.071
O -2.877 -3.248 -1.434
O -3.627 -5.102 -0.397
C -4.921 -4.566 -0.357
H -0.357 -3.531 -1.394
H -0.804 -4.232 -2.972
H 0.279 -5.124 -1.903
H -5.073 -3.966 0.541
H -5.633 -5.380 -0.167
H -5.257 -4.109 -1.280
C -3.336 5.438 7.207
O -2.613 4.380 6.583
C -3.044 4.012 5.376
O -3.715 4.698 4.637
O -2.524 2.836 5.056
C -2.501 2.481 3.684
H -4.141 4.956 7.766
H -3.634 6.186 6.485
H -2.715 5.844 8.003
H -2.340 3.289 2.970
H -3.530 2.255 3.364
H -1.877 1.607 3.584
C -7.650 -0.405 -6.423
O -6.862 -1.058 -5.468
C -5.676 -0.509 -5.236
O -5.258 0.489 -5.730
O -5.042 -1.265 -4.366
C -3.689 -0.881 -4.050
H -8.692 -0.708 -6.348
H -7.336 -0.606 -7.450
H -7.640 0.682 -6.328
H -3.162 -0.699 -4.985
H -3.293 -1.756 -3.545
H -3.634 -0.025 -3.384
C 4.887 -3.199 2.971
O 3.671 -3.171 2.250
C 2.770 -4.095 2.491
O 2.899 -5.072 3.175
O 1.612 -3.714 1.947
C 0.603 -4.720 1.851
H 5.580 -3.979 2.626
H 4.748 -3.453 4.024
H 5.407 -2.260 2.821
H -0.291 -4.164 1.569
H 0.467 -5.308 2.752
H 0.796 -5.363 0.988
C 7.788 0.850 1.204
O 6.546 1.138 0.553
C 6.150 0.256 -0.351
O 6.743 -0.699 -0.734
O 4.959 0.658 -0.764
C 4.217 -0.230 -1.575
H 7.856 1.619 1.966
H 8.636 0.929 0.523
H 7.804 -0.159 1.611
H 3.361 0.343 -1.934
H 3.699 -1.048 -1.063
H 4.825 -0.596 -2.396
C -0.524 -1.183 5.495
O -0.355 -0.007 4.714
C 0.855 0.367 4.399
O 1.892 -0.156 4.682
O 0.760 1.530 3.773
C 1.967 2.205 3.428
H -1.555 -1.518 5.466
H -0.261 -1.003 6.540
H 0.121 -1.968 5.116
H 2.438 2.537 4.350
H 1.664 3.023 2.781
H 2.655 1.572 2.864
*
```



# 5
ORCA calculation (ωB97M-V/def2-TZVPD) on a molecular structure, C21H37B2Br3I2N3O8S2 at a distorted geometry.

## Properties
Kohn-Sham gap, Ha: 0.193
Energy relative to the best compared isomer or geometry (same formula, charge and spin), kcal per mole: 196.4

```
! RIJCOSX wB97M-V def2-TZVPD def2/J DEFGRID3
* xyz 1 1
C -0.908 -1.402 3.306
C -0.551 -0.981 1.934
C 0.453 0.267 1.416
S 0.887 1.092 3.061
C 1.641 2.786 3.092
O 1.693 0.258 4.080
O -0.381 1.427 3.959
C -0.520 1.188 0.435
N -0.777 2.610 0.999
B -2.112 0.658 0.404
O -2.688 -0.593 -0.160
N -3.304 1.365 1.104
C -3.514 0.852 2.503
C -4.547 1.289 0.243
C 0.091 1.616 -1.044
Br -1.472 1.233 -2.351
C 0.173 3.224 -1.408
Br -1.223 4.190 -2.584
C 1.143 4.248 -0.977
C 2.347 3.868 0.038
Br 1.112 6.214 -1.503
C 1.309 0.689 -1.609
C 2.637 1.467 -2.166
S 0.687 0.006 -3.307
C 1.611 -0.690 -0.722
I 0.016 -2.066 -1.528
C 2.832 -1.494 -1.421
B 2.606 -3.140 -1.706
O 2.606 -4.181 -0.656
O 2.553 -3.714 -3.102
N 1.607 -0.513 0.770
I 3.493 0.356 1.265
C 1.901 -1.840 1.508
O 3.365 -2.195 1.500
C 3.685 -3.040 2.675
C 4.396 -2.315 4.004
O 3.436 -4.350 2.611
H -1.739 -0.951 3.998
H -0.305 -2.329 3.758
H -0.898 -1.868 1.211
H 2.705 2.921 2.639
H 0.975 3.660 2.637
H 1.749 3.082 4.246
H -1.199 2.598 1.941
H -1.574 3.081 0.468
H -3.160 -1.117 0.558
H -3.379 -0.300 2.651
H -2.880 1.525 3.223
H -4.654 1.079 2.775
H -4.297 1.349 -0.923
H -5.224 2.249 0.450
H -5.235 0.361 0.481
H 2.410 4.665 0.910
H 2.118 2.792 0.399
H 3.380 3.954 -0.556
H 2.399 2.490 -2.736
H 3.448 1.747 -1.380
H 3.226 0.883 -3.028
H 1.790 -0.373 -4.086
H 3.097 -1.180 -2.543
H 3.883 -1.489 -0.919
H 2.086 -4.997 -0.935
H 1.877 -4.462 -3.044
H 1.779 -1.811 2.663
H 1.351 -2.765 1.091
H 4.941 -3.115 4.704
H 5.258 -1.560 3.687
H 3.577 -1.727 4.610
C -5.090 -2.021 -5.391
C -4.298 -1.091 -4.511
O -4.137 0.091 -4.813
C -3.712 -1.662 -3.248
H -5.452 -1.471 -6.267
H -4.454 -2.841 -5.732
H -5.951 -2.410 -4.842
H -3.014 -2.467 -3.494
H -4.511 -2.035 -2.603
H -3.167 -0.877 -2.713
*
```



# 6
ORCA calculation (ωB97M-V/def2-TZVPD) on 2 unconnected molecules or ions with the total composition C3H9N3 at a distorted geometry.

## Properties
Kohn-Sham gap (spin up / spin down), Ha: 0.099 / 0.279
Energy relative to the best compared isomer or geometry (same formula, charge and spin), kcal per mole: 48.5
<S²>: 0.7537

```
! RIJCOSX wB97M-V def2-TZVPD def2/J DEFGRID3
* xyz -1 2
C 1.972 -0.511 -0.753
C 1.979 0.264 0.349
N 0.973 0.748 1.177
H 1.006 -0.781 -1.161
H 2.938 -0.874 -1.065
H 2.926 0.707 0.670
H 0.017 0.468 1.005
H 1.217 0.579 2.141
N -1.775 0.999 -0.638
C -1.835 -0.377 -0.423
N -1.577 -1.053 0.641
H -2.452 1.175 -1.370
H -1.737 1.632 0.203
H -2.328 -0.951 -1.239
H -1.325 -2.024 0.462
*
```



# 7
ORCA calculation (ωB97M-V/def2-TZVPD) on 2 unconnected molecules or ions with the total composition C6H16N2O at a distorted geometry.

## Properties
Kohn-Sham gap, Ha: 0.336
SMILES: [H]/N=C\[C@H](C)N.CC(C)O
Energy relative to the best compared isomer or geometry (same formula, charge and spin), kcal per mole: 61.9

```
! RIJCOSX wB97M-V def2-TZVPD def2/J DEFGRID3
* xyz 0 1
H -0.011 -1.094 2.058
N -0.956 -1.055 1.666
C -1.179 0.014 1.027
C -0.413 1.613 1.303
C -1.187 2.290 2.412
N -0.347 2.351 0.123
H -2.196 0.138 0.638
H 0.589 1.302 1.604
H -1.190 1.672 3.307
H -0.723 3.250 2.643
H -2.217 2.468 2.103
H 0.112 1.812 -0.630
H -1.241 2.719 -0.178
C 0.077 -2.140 -2.255
C 1.012 -1.010 -1.825
C 2.033 -1.492 -0.791
O 0.268 0.081 -1.331
H 0.640 -2.961 -2.699
H -0.632 -1.775 -2.999
H -0.484 -2.510 -1.394
H 1.553 -0.634 -2.705
H 2.658 -0.660 -0.468
H 1.520 -1.893 0.083
H 2.673 -2.266 -1.215
H -0.359 -0.220 -0.479
*
```



# 8
ORCA calculation (ωB97M-V/def2-TZVPD) on a molecular structure, CaIZn2.

## Properties
Kohn-Sham gap, Ha: 0.115
Energy relative to the best compared isomer or geometry (same formula, charge and spin), kcal per mole: 0.0

```
! RIJCOSX wB97M-V def2-TZVPD def2/J DEFGRID3
* xyz 5 1
Ca 2.006 0.975 -4.041
Zn 2.605 -3.159 2.052
Zn -4.563 2.015 1.468
I -0.049 0.168 0.521
*
```